[1]
One molecule with the formula C16H17ClN4O2S, computed with the ωB97M-V functional and the def2-TZVPD basis.

Each line ends with the Mulliken charge.
Positions of all 41 atoms, in Å:
1 C 4.04363 -0.79127 0.25381  -0.9129
2 H 1.51258 -1.86685 2.98584  0.3099
3 C 0.20402 1.83329 -1.22599  -0.8302
4 H -1.22115 -1.27864 1.74253  0.1961
5 Cl 6.66352 -0.29387 -0.15239  -0.2171
6 N -0.02557 0.95676 0.76926  0.2656
7 N -1.09233 1.99111 -0.87671  -0.4456
8 C 4.98776 0.12848 -0.17357  0.3897
9 N -2.21520 -0.67692 -1.35669  0.0183
10 C -1.20306 1.46455 0.32171  0.0914
11 C -3.79860 0.54787 0.01876  0.2267
12 H 1.96824 -1.17790 0.54361  0.6001
13 C 0.89592 1.19243 -0.22426  0.6262
14 C 3.26290 1.71763 -0.63083  -0.3847
15 H 0.17313 -3.06564 2.63650  0.3041
16 H 2.95458 2.69305 -0.97474  0.4804
17 C -0.22637 -1.07706 2.11378  0.4593
18 N -1.32180 -2.80883 -1.11579  -0.2672
19 C 0.52364 -2.04902 2.59620  -1.0097
20 C -3.09734 -0.74971 -0.32404  0.3099
21 S -2.68349 1.36904 1.25026  -0.2717
22 C 2.29882 0.81366 -0.18489  0.1746
23 H -4.80810 2.26097 -0.76858  0.3626
24 H 0.55700 2.15519 -2.18382  0.4661
25 H -4.67630 0.29970 0.62072  0.4969
26 H -3.25471 1.94771 -1.53456  0.4103
27 H -0.39862 0.92893 2.79553  0.3821
28 C 2.70484 -0.44846 0.24419  -0.1047
29 H -0.64276 -3.51631 -1.33268  0.1997
30 C 4.60204 1.38167 -0.62491  -0.8282
31 H -2.05216 -2.96304 -0.43118  0.2594
32 H 4.35474 -1.77002 0.58397  0.4227
33 H -4.65996 0.92182 -1.91393  0.3644
34 C -1.22293 -1.61965 -1.72436  0.2769
35 C -4.14799 1.47525 -1.12856  -1.4128
36 H 1.25538 0.46650 2.32051  0.5351
37 C 0.19721 0.36484 2.06757  -1.2698
38 O -3.28316 -1.75690 0.33434  -0.7087
39 O -0.37897 -1.30056 -2.52530  -0.6196
40 H 5.34553 2.08512 -0.96519  0.4201
41 H -2.09489 0.21509 -1.82613  0.2343

The calculation puts the strongest force on any atom at 0.63 eV Å⁻¹. The SMILES is C=CCn1c(-c2ccc(Cl)cc2)cnc1S[C@@H](C)C(=O)NC(N)=O. The relative energy (zero: lowest compared OMol25 entry of this formula, charge and spin) is 0.0 kcal/mol. Its charge is 0. The frontier orbital gap is 8.72 eV. The calculation puts the HOMO energy at -8.19 eV. As for the spin multiplicity: 1.

***

[2]
C16H17F3N3OPdS2 as an isolated structure, computed with the ωB97M-V functional and the def2-TZVPD basis.

Each line ends with the Mulliken charge.
Positions of all 43 atoms, in Å:
1 S -2.47829 -1.46696 -0.41130  0.8038
2 H -4.64020 -0.84659 -1.22264  0.2574
3 C -2.86481 1.29491 -0.58713  -1.0925
4 C 3.43541 -1.51857 3.09941  0.5947
5 H -3.58044 0.06310 1.06308  0.4547
6 H -2.09492 1.23919 -1.35447  0.2380
7 C 4.55048 -1.45080 -0.52669  -0.6259
8 C 0.50052 3.84372 -0.39622  -0.2976
9 S 0.64171 -1.91600 1.55079  -0.2334
10 C 0.90895 1.85970 -1.67774  -0.4087
11 C -2.71157 0.16054 0.41127  -0.3294
12 N 0.73711 4.61314 -3.81401  -0.4084
13 H 1.09210 1.36377 -2.62321  0.4547
14 C 3.44329 -1.59893 1.59659  -0.1471
15 H -3.83761 1.27201 -1.07555  0.3777
16 N 0.88041 1.09772 -0.58765  0.2653
17 F 4.67428 -1.43743 3.59078  -0.2770
18 F 2.76163 -0.41990 3.50321  -0.2024
19 C 2.23986 -1.75008 0.90451  0.9547
20 H 0.73461 1.04023 1.47124  0.5658
21 H 3.22008 -1.55510 -2.22192  0.4529
22 C 0.73503 4.00472 -2.83989  -0.1187
23 C 0.50473 3.04930 0.73711  -0.9679
24 H 5.55584 -1.35156 1.37356  0.5325
25 H -1.82391 0.28733 1.03182  0.1894
26 H -4.85969 -1.83889 1.18893  0.2975
27 H -6.02234 -2.47211 0.02919  0.3644
28 C 0.71882 3.23913 -1.63077  0.3608
29 H 0.35885 3.48054 1.71772  0.4571
30 N 2.20866 -1.72924 -0.43371  -0.3733
31 O -1.74641 -1.14994 -1.71326  -0.7748
32 C -4.20580 -1.78866 -0.89024  -0.5169
33 C 0.69848 1.68512 0.59959  -0.2634
34 H -4.12030 -2.46329 -1.74171  0.4213
35 F 2.83506 -2.58261 3.64818  -0.2115
36 H -4.60747 -3.42939 0.46765  0.3126
37 C -4.96214 -2.41883 0.27012  -1.0257
38 H 0.33752 4.91124 -0.33642  0.5265
39 H 5.44717 -1.35096 -1.11978  0.4167
40 H -2.76971 2.25205 -0.07532  0.3645
41 C 3.32286 -1.56075 -1.14460  -0.4253
42 C 4.60782 -1.46026 0.86439  -0.1403
43 Pd 0.17430 -1.20062 -0.69490  0.1770

The calculation puts the strongest force on any atom at 3.09 eV Å⁻¹. The relative energy (zero: lowest compared OMol25 entry of this formula, charge and spin) is 38.2 kcal/mol. Its charge is +1. The frontier orbital gap (alpha / beta) is 6.50 / 6.50 eV. The calculation puts the HOMO energy (alpha / beta) at -12.07 / -12.07 eV. As for the spin multiplicity: 1.

***

[3]
C16H17KNS3 as an isolated structure, computed with the ωB97M-V functional and the def2-TZVPD basis.

Each line ends with the Mulliken charge.
Positions of all 38 atoms, in Å:
1 H -7.77220 -3.09566 1.33370  0.3673
2 H -3.49350 2.18689 -1.52286  0.3752
3 H 5.07636 -0.00496 1.72670  0.3148
4 H -5.65773 5.24389 0.57089  0.3710
5 C -4.72423 -0.84579 0.73012  0.2188
6 C 4.43210 0.00886 2.60321  -1.4350
7 K -0.12550 -0.12587 -0.05746  0.6578
8 H -4.63660 1.58582 2.55395  0.4019
9 S 2.79678 0.04599 0.37976  -0.6577
10 C -4.64621 2.20466 1.66424  -0.5490
11 S 0.22484 0.07351 2.81202  -0.6611
12 C -6.90917 -2.46489 1.16111  -0.3523
13 H 1.85344 0.89454 5.05696  0.2245
14 H 3.38794 0.05529 4.77873  0.3143
15 C -4.01157 2.54491 -0.64155  -0.0796
16 C 2.31925 0.03575 4.56240  -1.1875
17 H -5.68836 3.82448 2.59619  0.3683
18 H 4.66750 -0.87658 3.20502  0.2902
19 H -5.82340 -0.02190 -0.92220  0.3311
20 C 2.97160 0.03541 2.15425  0.3009
21 C -5.80784 -2.56315 1.99373  -0.5451
22 N -2.57840 -0.13382 -0.92354  -0.7232
23 S -3.25356 0.14579 0.47403  0.4570
24 H -4.57355 4.43365 -1.49312  0.3748
25 C -6.91747 -1.56115 0.10346  -0.6263
26 H -5.80220 -3.27018 2.81266  0.3829
27 H -7.78166 -1.48738 -0.54404  0.3671
28 C -4.69773 -1.74975 1.77594  -0.2887
29 H -3.25473 -0.11295 -1.68734  0.1393
30 C -5.21107 4.25777 0.54642  -0.4026
31 C -4.05715 1.75638 0.48939  0.3599
32 H -3.82031 -1.81897 2.40873  0.5114
33 C 1.98943 0.04746 3.08315  0.2935
34 C -5.23024 3.46071 1.68558  -0.5196
35 C -4.60306 3.80526 -0.61241  -0.5736
36 H 1.89057 -0.85362 5.03779  0.2136
37 C -5.82011 -0.74403 -0.11357  -0.3266
38 H 4.70120 0.88692 3.20168  0.2926

The calculation puts the strongest force on any atom at 0.72 eV Å⁻¹. Its charge is -1. The frontier orbital gap is 3.52 eV. The calculation puts the HOMO energy at -1.57 eV. As for the spin multiplicity: 1.

***

[4]
A 2-piece molecular cluster, C16H17N overall, computed with the ωB97M-V functional and the def2-TZVPD basis.

Each line ends with the Mulliken charge.
Positions of all 34 atoms, in Å:
1 C 1.94951 -0.79415 0.69693  -0.5534
2 H 3.47307 -2.43920 -1.75459  0.2536
3 C -1.11772 -2.43576 -0.22889  0.5724
4 N -0.44503 -1.37124 1.64635  -0.0820
5 H 1.56856 2.76772 2.26368  0.3368
6 H -2.95083 1.81241 1.72933  0.3283
7 C 1.18831 -2.60081 -1.38082  -0.6691
8 H -2.04573 -1.84565 -2.16693  0.1716
9 C -1.21027 2.36706 -1.21022  -0.1036
10 H 2.37941 2.06387 0.82456  0.3258
11 C -1.90804 -2.74267 -1.45582  -1.3294
12 C 0.20736 2.54332 0.62694  1.3087
13 H -2.77656 -3.15224 -1.33270  0.5485
14 H 0.96914 -3.14148 -2.26492  0.2872
15 C 0.28678 -2.13705 -0.35625  1.2416
16 C 1.60920 2.72952 1.15146  -1.6083
17 H -1.17020 -3.44699 -2.01960  0.2383
18 H -1.35797 2.51366 -2.33068  0.2537
19 H 3.88212 -0.93738 -0.09352  0.5097
20 C 2.49180 -2.12185 -1.32634  -0.5709
21 C -1.55643 -2.00843 1.01687  -0.8403
22 H -0.72010 2.40496 2.53533  0.5011
23 H 2.19719 -0.02165 1.37890  0.6715
24 C -0.82838 2.26005 1.50883  -0.7913
25 H -2.49450 -2.01835 1.46778  0.4919
26 C -2.32976 2.06785 -0.40677  -0.7009
27 C -2.14482 1.94845 0.95157  -0.3011
28 C 0.06172 2.58069 -0.75998  -0.6000
29 C 0.67587 -1.44113 0.78866  -0.4421
30 H 1.00970 2.68368 -1.41508  0.2829
31 H 1.90492 3.77558 0.82452  0.4168
32 H -0.47343 -0.64551 2.33844  0.3192
33 H -3.24711 2.03770 -1.01640  0.3793
34 C 2.92221 -1.25498 -0.23062  -0.8463

The calculation puts the strongest force on any atom at 7.15 eV Å⁻¹. The SMILES is Cc1c[nH]c2ccccc12.Cc1ccccc1. The relative energy (zero: lowest compared OMol25 entry of this formula, charge and spin) is 63.8 kcal/mol. Its charge is 0. The frontier orbital gap is 8.54 eV. The calculation puts the HOMO energy at -7.65 eV. As for the spin multiplicity: 1.

***

[5]
A 2-piece molecular cluster, C16H17N overall, computed with the ωB97M-V functional and the def2-TZVPD basis.

Each line ends with the Mulliken charge.
Positions of all 34 atoms, in Å:
1 C -0.69581 0.73387 -2.98445  -1.4425
2 H 0.47675 1.30607 0.17452  0.4639
3 H 2.16937 -1.28947 3.01484  0.4284
4 C 2.29840 -0.73093 2.13803  -0.6787
5 N -2.34458 -1.95016 -0.95312  -0.1609
6 H 4.98098 0.87682 -1.14628  0.3585
7 H 5.38336 -0.71972 -0.54486  0.3230
8 H 4.42080 -1.09379 1.92449  0.3645
9 C -1.36822 -0.19269 -1.99480  0.5233
10 C 3.54787 -0.57013 1.56818  -0.4852
11 H -1.43993 2.34395 -0.56223  0.5904
12 C -3.07552 0.46940 1.75760  -0.6065
13 H 5.80156 0.65905 0.44992  0.3526
14 H -1.44618 0.94409 -3.75709  0.3623
15 H 0.11048 0.19217 -3.44113  0.3773
16 H -0.53676 1.71552 -2.55121  0.2610
17 C -2.36596 1.55229 1.21670  -0.5384
18 C -3.13879 -0.72344 1.08931  -0.5039
19 C -2.48366 -0.85605 -0.13921  -0.4310
20 C -1.97609 0.29209 -0.75290  1.1692
21 C 5.06730 0.28376 -0.24740  -1.4169
22 C -1.60838 -1.51308 -2.06712  -0.6772
23 C 1.24147 0.04294 1.66370  -0.5341
24 H -3.60639 0.60795 2.68945  0.4031
25 H 0.34253 0.07004 2.27043  0.3584
26 H -1.17446 -2.24107 -2.73399  0.3998
27 H 2.60192 1.05944 -1.23293  0.2912
28 H -3.70192 -1.55422 1.49953  0.3939
29 H -2.22320 2.50667 1.70909  0.3777
30 C 2.55527 0.68090 -0.21468  -0.4064
31 C -1.88359 1.50328 -0.08063  -0.7714
32 C 3.68243 0.10870 0.34511  0.8127
33 H -2.23312 -2.85842 -0.54145  0.2789
34 C 1.34304 0.74925 0.47575  -0.2372

The calculation puts the strongest force on any atom at 2.11 eV Å⁻¹. The SMILES is Cc1c[nH]c2ccccc12.Cc1ccccc1. The relative energy (zero: lowest compared OMol25 entry of this formula, charge and spin) is 17.1 kcal/mol. Its charge is 0. The frontier orbital gap is 8.90 eV. The calculation puts the HOMO energy at -8.00 eV. As for the spin multiplicity: 1.

***

[6]
A 2-piece molecular cluster, C16H17N overall, computed with the ωB97M-V functional and the def2-TZVPD basis.

Each line ends with the Mulliken charge.
Positions of all 34 atoms, in Å:
1 C 0.85154 0.35891 1.93810  0.1397
2 H -1.05536 0.03199 -4.66577  0.3266
3 C -3.30174 2.44857 -2.16287  -0.5303
4 C -0.52199 0.54662 -3.86400  -1.4239
5 C -2.21632 1.05170 -0.47326  -0.3821
6 H -3.69438 2.57648 -0.12321  0.3204
7 H -1.07332 -1.67099 0.09634  0.0975
8 C -2.49081 1.92535 -3.17218  -0.3834
9 H -0.03061 1.42516 -4.27805  0.3164
10 C 1.66408 1.36749 2.44136  -0.8087
11 H 1.67534 -4.01629 0.87940  0.3893
12 C 3.47260 -0.21152 2.70235  -0.8319
13 H -1.39378 -2.00676 1.77213  0.2840
14 H 3.54164 1.76443 3.47637  0.3880
15 C 2.95357 1.07454 2.88485  -0.4224
16 C 1.31360 -0.93936 1.82311  1.3412
17 H -0.10825 0.71627 1.57710  0.2017
18 C -3.12017 2.00841 -0.85297  -0.4440
19 H 4.50756 -0.47837 2.87081  0.3401
20 C 0.68836 -2.14567 1.25858  0.3713
21 H 1.29704 2.37160 2.60916  0.3662
22 H -2.65003 2.17077 -4.21243  0.3895
23 C -0.74172 -2.27769 0.93619  -1.1717
24 C -1.41046 0.54774 -1.49284  0.1903
25 C -1.49142 0.99355 -2.79656  0.3317
26 H 0.22489 -0.13466 -3.46773  0.3774
27 H -1.01092 -3.30983 0.69621  0.3705
28 H 3.74133 -3.05284 1.75849  0.1902
29 C 1.74793 -2.99503 1.23796  -0.7027
30 H -0.66009 -0.20763 -1.28506  0.1917
31 N 2.93650 -2.46556 1.68258  -0.0540
32 H -4.06542 3.13615 -2.50027  0.3616
33 C 2.63486 -1.18270 2.21068  -0.5229
34 H -2.21403 0.57917 0.49544  0.3930

The calculation puts the strongest force on any atom at 2.80 eV Å⁻¹. The SMILES is Cc1c[nH]c2ccccc12.Cc1ccccc1. The relative energy (zero: lowest compared OMol25 entry of this formula, charge and spin) is 17.2 kcal/mol. Its charge is 0. The frontier orbital gap is 8.67 eV. The calculation puts the HOMO energy at -7.79 eV. As for the spin multiplicity: 1.